84
Properties=species:S:1:pos:R:3:forces:R:3:mulliken_spin:R:1 method="wB97M-V/def2-TZVPD" multiplicity=4 homo_energy_ev="-18.6 / -18.9" orbital_gap_ev="6.267 / 6.070" relative_energy_ev=0.998 charge=+4
W 0.48554 -0.77755 0.02429 0.25 -0.54 -0.05 2.2220
C -2.87795 -1.65729 3.37717 0.02 0.04 -0.06 -0.0013
N -3.07108 -1.91026 1.94130 -0.04 -0.10 0.01 0.0282
C -4.43062 -2.33061 1.56158 0.07 -0.02 -0.02 -0.0027
C -2.13687 -1.69588 1.06994 -0.03 -0.02 -0.18 -0.0097
O -0.98130 -1.23384 1.38176 -0.32 0.01 0.41 -0.0026
C -2.36412 -2.00555 -0.39841 0.01 0.00 0.02 -0.0037
O -1.10604 -1.81738 -1.11536 -0.26 -0.14 -0.14 0.0383
C -0.58793 -3.01474 -1.73995 0.00 -0.05 0.09 -0.0048
C 0.45538 -3.59675 -0.79111 -0.01 0.06 -0.07 0.0296
O 0.86127 -2.78470 0.12915 -0.02 -0.14 -0.04 0.0104
N 0.91400 -4.79930 -0.90263 -0.02 0.00 0.07 0.0107
C 0.49935 -5.74175 -1.95525 -0.03 0.06 -0.02 0.0001
C 1.91209 -5.34317 0.03852 -0.02 0.04 -0.04 0.0000
H -3.25368 -2.51984 3.92250 -0.01 0.01 0.03 0.0004
H -1.82453 -1.52125 3.59152 -0.01 0.00 0.02 0.0002
H -3.44932 -0.77346 3.66120 0.02 0.00 0.03 0.0010
H -4.80451 -3.00613 2.32585 -0.03 0.00 0.00 0.0005
H -5.06783 -1.44858 1.50360 -0.04 -0.03 0.00 0.0016
H -4.43633 -2.85279 0.60889 -0.04 0.03 0.01 0.0001
H -2.68997 -3.03618 -0.52514 -0.01 -0.01 -0.03 0.0009
H -3.10137 -1.33366 -0.83949 0.02 0.02 0.04 0.0058
H -1.40066 -3.70596 -1.94744 -0.02 0.01 -0.01 0.0006
H -0.14308 -2.72207 -2.69160 0.07 0.00 0.01 -0.0023
H -0.16968 -5.27487 -2.67161 0.01 -0.04 -0.01 -0.0003
H 1.39279 -6.07706 -2.47853 -0.02 -0.04 -0.01 0.0004
H 0.01076 -6.59456 -1.48751 0.00 -0.02 -0.04 0.0002
H 2.10570 -4.63024 0.82990 0.02 -0.01 0.02 -0.0003
H 1.51263 -6.26741 0.45217 0.02 -0.01 0.01 0.0002
H 2.82368 -5.56247 -0.51462 0.01 -0.01 0.02 0.0002
C 3.06303 0.79665 -3.65677 0.04 -0.02 0.07 0.0026
N 3.75339 0.67340 -2.36038 0.06 0.01 -0.03 0.0180
C 5.17231 1.07329 -2.27664 -0.08 0.01 -0.01 -0.0007
C 3.09573 0.25445 -1.30607 0.01 -0.04 0.17 -0.0121
N 1.82335 -0.17348 -1.35172 0.16 0.22 -0.65 0.0207
N 3.75793 0.24504 -0.09610 0.03 0.01 0.00 0.0036
C 3.20305 0.14631 1.15575 0.07 0.05 -0.10 0.0327
N 4.01557 0.36077 2.17903 -0.07 0.00 0.02 0.0350
N 1.92184 -0.12937 1.30071 0.15 0.17 0.46 0.0106
H 3.71428 1.33388 -4.33681 0.00 0.00 -0.03 0.0004
H 2.14940 1.38354 -3.53943 0.01 -0.01 -0.03 -0.0010
H 2.85962 -0.18753 -4.08168 -0.03 0.02 -0.01 0.0015
H 5.54273 1.23168 -3.28287 0.02 0.01 -0.01 -0.0001
H 5.77435 0.27613 -1.83709 0.02 0.01 -0.01 0.0005
H 5.27627 2.00651 -1.71976 0.03 -0.01 0.00 0.0003
H 1.44721 -0.04689 -2.28653 0.06 0.02 -0.05 0.0150
H 4.73623 0.49373 -0.12876 0.02 -0.02 0.00 0.0015
H 4.98871 0.60615 2.06870 0.00 0.01 0.01 -0.0012
H 3.68561 0.26014 3.12809 0.03 0.00 0.01 0.0008
H 1.60858 -0.04285 2.26627 0.07 0.02 0.04 0.0104
C 0.08973 3.23601 4.72412 0.01 0.02 -0.02 0.0185
C -0.35703 1.92953 4.55182 0.02 0.01 0.01 -0.0047
C -0.60798 1.44533 3.27881 -0.10 -0.31 -0.02 -0.0029
C -0.40724 2.24985 2.15392 0.05 0.18 -0.10 0.0029
C 0.05486 3.55910 2.34076 0.06 0.15 -0.04 0.0348
C 0.29013 4.05000 3.61859 -0.01 -0.03 0.01 -0.0029
Ge -0.84241 1.78461 0.33768 -0.14 0.45 0.05 0.2530
C -2.65199 1.34616 -0.11445 -0.05 0.03 0.19 -0.0044
C -3.59248 1.41973 0.92357 0.02 0.03 0.11 0.0597
C -4.94590 1.26578 0.65907 -0.03 0.00 -0.04 -0.0045
C -5.37623 1.02596 -0.64131 0.01 0.00 0.01 0.0302
C -4.45173 0.93486 -1.67949 -0.02 0.00 0.03 -0.0127
C -3.10078 1.09228 -1.41706 0.09 -0.04 -0.14 0.0398
C 0.25496 2.67787 -0.97650 -0.14 -0.02 -0.03 -0.0211
C -0.29402 3.07633 -2.20170 -0.03 0.01 -0.06 0.0871
C 0.43686 3.86172 -3.08355 0.00 -0.02 0.02 -0.0087
C 1.72735 4.25507 -2.75522 0.00 -0.01 0.01 0.0358
C 2.28866 3.86236 -1.54041 0.02 0.00 -0.04 -0.0120
C 1.56143 3.07679 -0.66408 0.10 -0.04 0.20 0.0344
H 0.27168 3.61937 5.71944 0.00 0.00 0.00 0.0002
H -0.52180 1.29942 5.41622 -0.01 -0.01 -0.01 0.0000
H -0.97578 0.43341 3.16321 0.00 0.03 0.00 0.0105
H 0.20423 4.22503 1.49925 0.00 -0.01 -0.02 0.0018
H 0.62106 5.07175 3.74868 -0.01 0.00 -0.01 0.0008
H -3.27616 1.65294 1.93586 0.01 -0.01 -0.03 0.0027
H -5.67020 1.36991 1.45723 0.01 0.00 0.01 0.0007
H -6.43390 0.92973 -0.85102 0.00 0.00 0.00 0.0001
H -4.79139 0.76535 -2.69289 0.00 0.00 0.00 0.0003
H -2.40168 1.01912 -2.24164 0.03 0.00 -0.01 0.0030
H -1.31347 2.82964 -2.45701 -0.07 -0.01 -0.01 0.0056
H -0.01287 4.19105 -4.01100 0.00 0.01 0.00 0.0008
H 2.28594 4.88956 -3.43154 0.00 0.01 0.01 0.0000
H 3.27761 4.20879 -1.26695 0.00 0.01 0.00 0.0001
H 1.99501 2.81937 0.29903 -0.03 0.00 -0.01 -0.0111